The following is a quantum chemistry calculation of a molecular structure, C9H11LaO6 in a non-equilibrium geometry, from OMol25.

XYZ file:
```
27
C9H11LaO6 (ωB97M-V/def2-TZVPD)
O -2.3966 -3.5857 5.1618
C -2.5736 -4.2854 4.2208
La -1.2474 -1.2037 0.5133
C -1.2332 -1.2659 -2.1805
O -0.2629 -0.9579 -2.9264
C -1.3793 -2.7333 -1.6621
O -1.3892 -3.8056 -2.1966
C -2.3114 -0.5259 -1.5760
O -3.3086 0.1063 -2.0775
C 0.7010 -2.3988 -0.6195
O 1.7309 -2.8260 -1.0792
H -2.0129 -2.6767 0.7137
C 0.3352 2.8088 -1.0552
C 0.7760 1.3403 -0.9999
O 0.2616 0.6336 0.2081
C 0.6768 1.1948 1.4466
C 2.1918 1.4455 1.5319
H -0.7628 2.7778 -1.2219
H 0.7883 3.2263 -1.9422
H 0.5838 3.4407 -0.1923
H 0.5337 0.7483 -1.8319
H 1.9021 1.3038 -0.9072
H 0.1923 2.1382 1.5917
H 0.3680 0.5330 2.2642
H 2.5983 2.2701 0.9076
H 2.4660 1.7661 2.5728
H 2.7722 0.5314 1.3361
```

Summary:
* highest occupied orbital energy (alpha / beta): -17.80 / -17.53 eV
* gap between HOMO and LUMO (alpha / beta): 6.279 / 5.966 eV
* net charge: +2
* ΔE to the lowest compared entry with this formula, charge and spin: 8.733 eV
* LUMO level (alpha / beta): -11.518 / -11.561 eV
* max |F|: 11.41 eV Å⁻¹

The following is a quantum chemistry calculation of a gas-phase ion, C9H11N2O2 (charge +1) in a non-equilibrium geometry, from OMol25.

XYZ file:
```
24
C9H11N2O2 (ωB97M-V/def2-TZVPD)
C 2.3089 -1.0755 0.7934
C 2.7241 0.1510 0.3745
C -3.8763 -1.5031 -0.6099
C -0.2792 0.2897 0.0455
C -2.6652 0.4147 0.6472
C 1.1306 -1.8276 0.2391
C 2.0684 0.9128 -0.8432
C -0.1672 -1.1189 0.3303
C 0.7386 1.3709 -0.4585
N -3.1522 -0.7646 0.0231
N 0.2928 2.5330 -0.7787
O -4.3482 -2.4135 -1.1295
O -1.4755 0.9396 0.1833
H 2.9111 -1.4849 1.6288
H 3.5780 0.6512 0.9454
H -3.4201 1.3488 0.5945
H -2.7492 0.2167 1.7917
H 1.3048 -2.0540 -0.8770
H 1.1156 -2.7575 0.6457
H 2.7429 1.7073 -1.3582
H 1.9850 0.0094 -1.4723
H -1.1928 -1.5269 0.5764
H 0.9236 3.2294 -1.0943
H -0.4984 2.7523 -0.1973
```

Summary:
* highest occupied orbital energy (alpha / beta): -10.81 / -13.42 eV
* gap between HOMO and LUMO (alpha / beta): 7.994 / 6.638 eV
* spin multiplicity: 3
* net charge: +1
* ΔE to the lowest compared entry with this formula, charge and spin: 0.000 eV
* LUMO level (alpha / beta): -2.818 / -6.784 eV
* max |F|: 6.05 eV Å⁻¹

The following is a quantum chemistry calculation of a molecular structure, C9H11N3 in a non-equilibrium geometry, from OMol25.

XYZ file:
```
23
C9H11N3 (ωB97M-V/def2-TZVPD)
C 0.0791 -1.5064 3.5616
C 0.4820 -1.1199 1.0036
C 0.2378 0.9659 -0.3492
C -0.0994 2.2034 -0.0538
C -0.3418 2.9836 -1.2514
C -0.4613 2.3851 -2.4491
C -0.3112 0.9833 -2.6591
C -0.1140 0.2255 -1.5822
C 0.2838 -1.1250 -1.5115
H -0.9373 -0.9618 3.5714
H 1.0037 -0.9454 3.7411
H -0.2579 -2.5058 4.4471
H -1.1454 -2.3494 2.0665
H -0.1441 2.5178 0.9809
H -0.6164 4.0270 -0.9049
H -0.6346 3.2930 -3.2480
H -0.4149 0.3862 -3.6623
H -0.2139 -1.9674 -2.1037
H 1.3745 -1.1153 -2.1094
H 0.9939 -2.7027 -0.4104
N 0.3607 -2.0211 2.0845
N 0.3104 0.2110 1.0182
N 0.5663 -1.8617 -0.1799
```

Summary:
* highest occupied orbital energy: -7.82 eV
* gap between HOMO and LUMO: 7.583 eV
* ΔE to the lowest compared entry with this formula, charge and spin: 8.072 eV
* LUMO level: -0.239 eV
* max |F|: 7.69 eV Å⁻¹

The following is a quantum chemistry calculation of 2 unconnected molecules or ions with the total composition C9H11N3O in a non-equilibrium geometry, from OMol25.

XYZ file:
```
24
C9H11N3O (ωB97M-V/def2-TZVPD)
C -0.8342 -3.4215 0.1000
C -0.9160 -2.7188 1.2305
C -0.6949 -2.7130 -1.0865
C -0.7933 -1.3568 1.3113
C -0.5880 -1.2914 -1.0399
C -0.7231 -0.5540 0.1438
C 1.1787 2.6400 1.2922
C -0.9045 0.9054 0.3430
C 1.8321 1.6872 0.4521
N -1.4199 1.6176 -0.5906
N 1.5291 1.7721 -0.8715
N 2.0496 1.1381 -1.8183
O 1.6743 2.9122 2.3723
H -1.0455 -4.5036 0.0404
H -1.1109 -3.2151 2.2165
H -0.7629 -3.2775 -2.0276
H -1.1915 -0.9185 2.3089
H -0.3016 -0.7605 -1.9861
H 0.3121 3.2481 0.9141
H -0.8746 1.3072 1.3225
H 2.7940 1.2448 0.8649
H -1.5357 2.5013 -0.2294
H 0.9392 2.4818 -1.2358
H 2.5647 0.2766 -1.6003
```

Summary:
* highest occupied orbital energy (alpha / beta): -8.56 / -8.56 eV
* gap between HOMO and LUMO (alpha / beta): 8.318 / 8.324 eV
* ΔE to the lowest compared entry with this formula, charge and spin: 4.071 eV
* LUMO level (alpha / beta): -0.239 / -0.233 eV
* max |F|: 4.16 eV Å⁻¹